Entry 1:
Below is C40H60CrF3GeN4P3 as an isolated structure, with properties calculated with ωB97M-V with the def2-TZVPD basis set.

Values from the calculation:
- Electronic energy: -6224.0990 Ha
- HOMO energy (alpha / beta): -9.51 / -10.19 eV
- Orbital gap (alpha / beta): 7.50 / 5.37 eV
- F_max: 0.50 eV/Å
- Net charge: +1
- Multiplicity: 6

Geometry as XYZ:
```
112
C40H60CrF3GeN4P3 | the OMol25 dataset | ωB97M-V with the def2-TZVPD basis set
Ge -0.05916 -0.67795 0.26398
Cr -0.18500 1.39143 -1.26625
P 0.45754 2.15956 1.41856
P -2.70289 0.97582 -0.95561
P 2.10992 0.93365 -2.31974
F 1.78516 1.84613 -3.65109
F -0.28977 3.17000 -1.73585
F -1.30263 -0.64967 -3.16799
N 1.86770 -1.05483 0.35660
N -0.09467 -2.73634 1.02413
N -0.48973 -0.28557 2.05291
N -1.97451 -1.61300 -0.30857
C 3.14149 3.28612 -1.43937
C -2.42353 -2.27247 4.51314
C -1.77081 -2.88396 -0.69222
C 2.15602 -1.94078 -2.72153
C 2.27226 -2.24047 0.94628
C -2.06436 -4.86570 -2.03826
C -5.40285 1.66479 -0.25840
C -0.49250 1.06695 2.57586
C -3.29126 1.49378 -2.63648
C -2.34603 -3.52843 3.93059
C -3.96297 1.60459 0.24915
C 2.41174 -0.57855 -3.35412
C 3.89610 -3.71969 1.94353
C -0.28793 -4.78824 -0.38851
C 2.88600 -4.56652 2.37744
C 3.63824 1.96784 -2.04165
C -0.69945 -3.53250 -0.01650
C -0.95641 -2.60800 2.21234
C -4.36516 0.61163 -3.28350
C 0.55539 4.85505 0.84088
C -1.60396 -3.69163 2.76818
C 4.87859 1.46966 -1.30729
C 3.75604 -0.53360 -4.07755
C -2.05380 1.60616 -3.55143
C -1.07067 -1.31982 2.75665
C 2.58587 0.97013 2.88929
C -1.80324 -1.17274 3.93529
C 2.10264 3.33675 3.44957
C -0.28791 3.83638 1.61450
C -3.89930 0.78257 1.54081
C -3.01988 -0.85058 -0.93921
C -0.97437 -5.45722 -1.40215
C -0.90625 0.71986 -3.11688
C -2.45950 -3.59082 -1.70252
C 1.56579 -4.25027 2.09855
C 2.74528 -0.19880 -0.21416
C 1.26829 -3.11434 1.36824
C -1.73323 3.87666 1.12605
C 3.59929 -2.55716 1.25295
C 2.10241 2.30979 2.31238
H 3.72739 -0.58161 -0.45624
H -3.71247 2.48993 -2.47114
H 3.94492 4.02592 -1.45093
H -3.28820 -3.12936 -2.21853
H -4.30457 1.35578 2.37614
H -6.03873 2.06660 0.53319
H 2.18658 -2.69715 -3.50946
H -2.12901 4.88570 1.25921
H -2.34719 1.37594 -4.58149
H 2.34412 0.10814 2.27505
H -2.88948 0.45940 1.79551
H -4.78787 1.14152 -4.13862
H -1.50450 1.47331 2.68294
H 1.16923 -1.99227 -2.25721
H -2.37699 3.19594 1.68629
H -4.50554 -0.12182 1.45031
H 5.68338 2.18583 -1.48406
H -5.51968 2.30302 -1.13272
H 4.92855 -3.94899 2.17317
H -3.92568 -0.30811 -3.67184
H -3.95300 -1.04958 -0.39978
H -0.10854 0.81540 -3.84560
H -1.66534 2.62398 -3.54076
H 5.22784 0.50023 -1.65975
H 0.48497 4.66363 -0.22984
H -2.85160 -4.37422 4.37474
H -1.53641 -4.66345 2.29225
H 3.92493 0.42019 -4.57639
H 1.60785 4.83953 1.12810
H -1.90374 -0.19524 4.38867
H 2.83800 3.14717 -0.39812
H 4.73476 1.41629 -0.22733
H -2.59198 -5.40655 -2.81208
H 4.39510 -1.87490 0.98885
H 3.66870 1.00557 3.02122
H 2.81679 2.64419 1.55568
H -3.63770 2.62620 0.45682
H 0.55839 -5.26102 0.08991
H 4.58167 -0.71831 -3.38875
H -3.16378 -1.14424 -1.97263
H 1.94579 4.36109 3.12129
H 1.34244 3.09053 4.19538
H 2.70338 0.83106 0.12002
H 3.12170 -5.45728 2.94285
H 3.78664 -1.31424 -4.83963
H 3.93108 2.15903 -3.07571
H 2.15094 0.80568 3.87642
H -1.78317 3.63784 0.06227
H 0.76860 -4.88559 2.46156
H -5.18507 0.35532 -2.61553
H 0.17526 5.85909 1.03842
H -0.03844 1.09960 3.57069
H -2.98961 -2.13721 5.42567
H 3.07050 3.29494 3.95333
H -0.65630 -6.45029 -1.68872
H -0.27083 4.07472 2.68022
H 1.62581 -0.43045 -4.10230
H -5.78311 0.66974 -0.50065
H 2.28645 3.68938 -1.98010
H 2.90877 -2.21119 -1.98133
```

Mulliken atomic charge list, values in e, 4 entries: number 1, Ge, carries 0.777; number 2, Cr, carries -1.779; number 3, P, carries 1.586; number 4, P, carries 1.522


Entry 2:
Below is one molecule with the formula C6H9N, with properties calculated with ωB97M-V with the def2-TZVPD basis set.

Values from the calculation:
- Electronic energy: -288.5890 Ha
- HOMO energy: -7.58 eV
- Orbital gap: 8.47 eV
- F_max: 0.51 eV/Å

Geometry as XYZ:
```
16
C6H9N | the OMol25 dataset | ωB97M-V with the def2-TZVPD basis set
N 1.35723 2.18698 -0.75151
C -0.15219 0.94323 0.82797
C -0.57065 -0.46423 0.72420
C 1.18792 1.24603 0.20043
C -1.30228 -3.02930 0.59004
C -0.89114 -1.62505 0.65883
C 0.68595 1.57981 -1.76825
H 1.02609 0.61580 -2.12300
H -0.11597 1.20305 1.89873
H 2.06481 0.85318 0.72562
H -1.72776 -3.27017 -0.39006
H -0.09239 2.10734 -2.32318
H -0.45316 -3.69894 0.76357
H -0.90521 1.59055 0.36544
H 1.95012 3.01117 -0.74700
H -2.06136 -3.24944 1.34816
```

natural (NBO) atomic charge list, values in e, 4 entries: number 1, N, carries -0.560; number 2, C, carries -0.507; number 3, C, carries -0.019; number 4, C, carries 0.019


Entry 3:
Below is C27H42MnN3O7P2 as an isolated structure, with properties calculated with ωB97M-V with the def2-TZVPD basis set.

Values from the calculation:
- Electronic energy: -3578.4149 Ha
- HOMO energy (alpha / beta): -13.32 / -13.32 eV
- Orbital gap (alpha / beta): 5.04 / 6.58 eV
- F_max: 3.89 eV/Å
- Net charge: +2
- Multiplicity: 5

Geometry as XYZ:
```
82
C27H42MnN3O7P2 | the OMol25 dataset | ωB97M-V with the def2-TZVPD basis set
Mn 0.37570 -0.32600 -0.35620
P 1.87740 -3.21960 -0.52900
P 3.60120 -0.84060 -0.44850
O 2.32270 -0.09230 -0.28720
O 0.88060 -2.21470 -0.02410
O 4.50930 0.07290 -1.33100
O 1.07880 -4.01370 -1.62810
O 0.45330 1.43370 -0.84740
O 4.29990 -1.20660 0.91040
O 2.41080 -4.17500 0.58690
N -1.34270 0.90610 0.66530
N -0.96120 2.18100 0.70140
N -1.73650 -1.41430 -0.48070
C 5.73230 -0.48180 2.69010
C -2.77700 -0.82870 0.15670
C 6.75840 0.90140 -1.25860
C 1.58350 -3.76500 2.82170
C 0.02920 2.42590 -0.12780
C -2.57560 0.58570 0.43420
C 1.74030 6.29390 -0.01270
C -3.00270 -3.44580 -0.52550
C 5.87600 -0.25390 -1.70390
C 3.39680 -2.48100 -1.21400
C 0.37300 6.14090 0.18150
C 0.60020 3.77000 -0.16760
C 5.90610 -0.46940 -3.20880
C 2.53230 5.19210 -0.31040
C 2.06320 -6.10020 1.98460
C 1.54860 -4.71340 1.63720
C 2.63870 -5.85800 -2.15760
C -1.87490 -2.69390 -0.82690
C -3.67190 1.57120 0.26960
C 1.50310 -4.97520 -2.63210
C 1.96710 3.93450 -0.40730
C 1.84840 -4.23910 -3.92000
C -4.06520 -2.84200 0.13470
C 3.23160 -0.14060 2.81990
C 4.45860 -0.16920 1.92470
C -3.95690 -1.50110 0.45810
C -0.19610 4.88390 0.11940
H 0.93200 -4.14170 3.60370
H 2.80470 -6.63960 -2.89380
H 3.08200 -6.05240 2.36000
H 1.17100 -3.40120 -4.07360
H 2.04330 -6.75460 1.11790
H -1.25290 4.74530 0.28050
H 5.50410 0.40560 -3.71250
H 5.31600 -1.33820 -3.49370
H 5.86350 0.24510 3.48610
H 6.39560 1.83270 -1.68540
H -4.75700 -0.98240 0.96140
H 3.13820 -1.07590 3.36330
H 6.17000 -1.17140 -1.17900
H 3.59420 5.32340 -0.45280
H 7.77810 0.73380 -1.59420
H 6.75350 0.99190 -0.17430
H -0.24030 7.00370 0.39360
H -4.95860 -3.39370 0.38180
H 2.19040 7.27100 0.07960
H -3.25970 2.57780 0.26130
H 1.75440 -4.91160 -4.76820
H 3.29520 -2.35540 -2.29020
H 4.25360 -3.10860 -0.98170
H 1.24170 -2.77820 2.51600
H 4.55330 0.79060 1.40330
H 6.92830 -0.62330 -3.54130
H -1.05530 -3.14510 -1.36810
H -4.38560 1.48700 1.08800
H 2.32350 0.02100 2.23140
H -4.21300 1.37270 -0.65490
H 0.52790 -4.77550 1.23790
H 1.43190 -6.53540 2.75390
H 6.60100 -0.44500 2.03740
H 2.57010 3.06680 -0.62600
H 5.67640 -1.47390 3.12910
H 0.60040 -5.57670 -2.78620
H -3.04670 -4.48290 -0.81950
H 2.87290 -3.87510 -3.89800
H 3.33460 0.67010 3.53440
H 2.59490 -3.68890 3.21240
H 3.55810 -5.28720 -2.05000
H 2.39870 -6.32480 -1.20760
```

Mulliken atomic charge list, values in e, 4 entries: number 1, Mn, carries 1.045; number 2, P, carries 0.533; number 3, P, carries -0.169; number 4, O, carries 0.508


Entry 4:
Below is a 2-piece molecular cluster, C3H6FNO2 overall, with properties calculated with ωB97M-V with the def2-TZVPD basis set.

Values from the calculation:
- Electronic energy: -422.8700 Ha
- Structure (SMILES): C=C(C)F.O=NO
- HOMO energy: -9.67 eV
- Orbital gap: 9.72 eV
- F_max: 2.73 eV/Å

Geometry as XYZ:
```
13
C3H6FNO2 | the OMol25 dataset | ωB97M-V with the def2-TZVPD basis set
F -1.16037 -0.49590 -1.46659
O 2.50653 0.04959 -0.83183
O 1.98072 -0.85178 1.06107
N 1.95509 -1.05951 -0.08464
C -0.45845 1.40849 -0.36208
C -0.78907 0.13752 -0.29110
C -1.43694 -0.52827 0.89557
H -2.51740 -0.36723 0.71863
H -0.06102 1.86763 -1.22760
H -0.28196 1.72047 0.65787
H 2.64064 -0.09016 -1.77434
H -1.25887 -1.61307 0.82760
H -1.11890 -0.17779 1.87743
```

natural (NBO) atomic charge list, values in e, 4 entries: number 1, F, carries -0.366; number 2, O, carries -0.615; number 3, O, carries -0.247; number 4, N, carries 0.385


Entry 5:
Below is C5H5NO2 as an isolated structure, with properties calculated with ωB97M-V with the def2-TZVPD basis set.

Values from the calculation:
- Electronic energy: -398.5430 Ha
- HOMO energy: -10.62 eV
- Orbital gap: 9.90 eV
- F_max: 8.40 eV/Å

Geometry as XYZ:
```
13
C5H5NO2 | the OMol25 dataset | ωB97M-V with the def2-TZVPD basis set
O 1.70628 0.36852 0.34047
O 0.69351 0.25021 2.38387
N -2.56355 -0.39927 2.57653
C -1.22297 -0.19234 -0.63964
C 0.67088 0.10814 1.08686
C -0.75880 -0.13155 0.61616
C 1.64487 0.18148 -1.06536
C -1.74780 -0.27253 1.66288
H 2.67834 0.68690 -1.20291
H -2.51228 -0.40442 -0.88891
H 1.20928 -1.03705 -1.69484
H 1.13159 1.18460 -1.63481
H -0.92935 -0.34268 -1.54030
```

natural (NBO) atomic charge list, values in e, 4 entries: number 1, O, carries -0.471; number 2, O, carries -0.550; number 3, N, carries -0.268; number 4, C, carries -0.222


M per entry: 871.5 95.1 637.5 107.1 111.1 g mol⁻¹